Entry 1:
Formula: C4H10S
Source: the OMol25 dataset
Level of theory: ωB97M-V with the def2-TZVPD basis set

Values from the calculation:
HOMO level = -8.97 eV
SMILES string = CCCCS
Gap between HOMO and LUMO = 10.039 eV
LUMO level = 1.07 eV
F_max = 0.0350 hartree/bohr
Relative energy (zero: lowest compared OMol25 entry of this formula, charge and spin) = 4.6 kcal/mol
Total energy = -15145.16732 eV

Last column: Mulliken charge in e.
Geometry (Å):
C -0.215 -1.725 -1.750  -1.12
C -0.889 -0.355 -1.754  -0.57
C -0.334 0.709 -0.766  -0.48
C -0.386 0.174 0.653  -0.55
S 0.970 0.611 1.795  -0.26
H 0.820 -1.677 -1.431  0.30
H -0.725 -2.406 -1.064  0.31
H -0.300 -2.148 -2.718  0.36
H -1.971 -0.420 -1.565  0.31
H -0.898 0.064 -2.767  0.37
H -0.930 1.598 -0.951  0.34
H 0.696 0.887 -1.087  0.32
H -0.302 -0.900 0.670  0.17
H -1.312 0.494 1.131  0.39
H 0.929 1.947 1.770  0.10


Entry 2:
Formula: C5H5ClOS
Source: the OMol25 dataset
Level of theory: ωB97M-V with the def2-TZVPD basis set

Values from the calculation:
HOMO level = -8.33 eV
SMILES string = C/C(Cl)=C(\C=O)C=S
Gap between HOMO and LUMO = 7.253 eV
LUMO level = -1.08 eV
F_max = 0.1081 hartree/bohr
Relative energy (zero: lowest compared OMol25 entry of this formula, charge and spin) = 58.6 kcal/mol
Total energy = -30667.99390 eV

Last column: Mulliken charge in e.
Geometry (Å):
C 0.293 2.473 0.120  -1.02
C -0.182 1.107 0.098  0.66
Cl -1.964 0.802 -0.161  -0.13
C 0.798 0.192 0.049  0.55
C 2.218 0.278 0.220  -0.36
O 2.936 -0.597 -0.297  -0.50
C 0.431 -1.265 -0.099  -0.85
S -1.016 -2.076 0.135  -0.23
H 1.366 2.498 -0.164  0.32
H -0.349 3.059 -0.590  0.33
H -0.186 2.835 1.080  0.28
H 2.713 1.143 0.442  0.52
H 1.275 -1.869 -0.154  0.43


Entry 3:
Formula: C3H8N4O
Source: the OMol25 dataset
Level of theory: ωB97M-V with the def2-TZVPD basis set

Values from the calculation:
HOMO level = -9.53 eV
SMILES string = [H]/N=C(N)/C(O)=N/[H].C=N
Gap between HOMO and LUMO = 9.803 eV
LUMO level = 0.27 eV
F_max = 0.0997 hartree/bohr
Relative energy (zero: lowest compared OMol25 entry of this formula, charge and spin) = 63.6 kcal/mol
Total energy = -11246.86564 eV

Last column: Mulliken charge in e.
Geometry (Å):
H -0.531 -1.763 -1.985  0.20
N -0.103 -0.906 -1.646  -0.74
C -0.784 -0.270 -0.775  0.65
N -2.009 -0.545 -0.276  -0.37
C -0.091 0.896 -0.119  0.32
O 1.071 1.277 -0.841  -0.52
N -0.819 1.722 0.518  -0.69
H -0.327 2.557 0.815  0.30
H -2.530 -1.349 -0.580  0.19
H -2.410 0.159 0.330  0.25
H 1.141 0.668 -1.606  0.37
C 1.292 -0.286 1.546  -0.30
N 2.179 -0.457 0.616  -0.53
H 0.473 -0.982 1.769  0.24
H 1.592 0.349 2.376  0.33
H 1.856 -1.069 -0.142  0.31


Entry 4:
Formula: C3H11NO
Source: the OMol25 dataset
Level of theory: ωB97M-V with the def2-TZVPD basis set

Values from the calculation:
HOMO level = -8.89 eV
SMILES string = CCN.CO
Gap between HOMO and LUMO = 9.708 eV
LUMO level = 0.82 eV
F_max = 0.0444 hartree/bohr
Relative energy (zero: lowest compared OMol25 entry of this formula, charge and spin) = 29.3 kcal/mol
Total energy = -6825.97354 eV

Last column: Mulliken charge in e.
Geometry (Å):
C -0.874 -0.393 -2.536  -0.97
C -1.436 -0.731 -1.129  -0.24
N -1.627 0.473 -0.338  -0.59
H -0.165 -1.167 -2.831  0.31
H -0.275 0.514 -2.455  0.28
H -1.701 -0.172 -3.206  0.28
H -0.721 -1.437 -0.685  0.21
H -2.432 -1.121 -1.324  0.30
H -2.370 0.353 0.342  0.22
H -0.797 0.768 0.165  0.21
C 2.125 0.188 2.374  -0.59
O 1.420 1.339 1.981  -0.47
H 2.419 0.002 3.412  0.28
H 3.022 -0.061 1.797  0.29
H 1.423 -0.646 2.237  0.21
H 1.991 2.091 2.196  0.28


Entry 5:
Formula: C9H11O2P
Source: the OMol25 dataset
Level of theory: ωB97M-V with the def2-TZVPD basis set

Values from the calculation:
HOMO level = -7.53 eV
Gap between HOMO and LUMO = 7.633 eV
LUMO level = 0.11 eV
F_max = 0.0693 hartree/bohr
Relative energy (zero: lowest compared OMol25 entry of this formula, charge and spin) = 121.2 kcal/mol
Total energy = -22891.56921 eV

Last column: Mulliken charge in e.
Geometry (Å):
C 0.187 1.148 -1.223  -0.56
C -0.853 0.290 -1.257  -0.84
C 0.255 1.085 1.230  -0.64
C 0.909 1.255 -0.001  1.06
C 0.993 -2.570 -0.683  0.18
C -1.188 0.664 1.033  -1.02
C -1.095 -0.433 -0.050  1.24
C 2.363 1.533 -0.147  -1.48
C -2.212 -1.437 0.002  -1.39
O 2.014 -2.976 -1.039  -0.28
O 0.359 -1.796 1.861  -0.67
P 0.594 -1.168 0.554  0.55
H 0.632 1.738 -2.159  0.26
H -1.279 0.017 -2.203  0.38
H 0.776 1.178 2.263  0.33
H -1.691 0.301 1.874  0.52
H -1.649 1.621 0.639  0.32
H 2.730 2.479 -0.384  0.41
H 2.662 0.928 -1.064  0.35
H 2.962 1.165 0.758  0.28
H -2.405 -1.923 -1.078  0.28
H -3.017 -0.808 0.387  0.38
H -2.047 -2.292 0.688  0.33


Entry 6:
Formula: C31H32As2AuFNO5S
Source: the OMol25 dataset
Level of theory: ωB97M-V with the def2-TZVPD basis set

Values from the calculation:
HOMO level (alpha / beta) = -9.84 / -11.11 eV
⟨S²⟩ = 2.04
Gap between HOMO and LUMO (alpha / beta) = 7.289 / 6.388 eV
LUMO level (alpha / beta) = -2.56 / -4.73 eV
Net charge = +1
F_max = 0.0178 hartree/bohr
Total energy = -183310.67844 eV
Spin multiplicity = 3

Last column: Mulliken charge in e.
Geometry (Å):
Au 0.412 -2.356 0.126  0.78
C 4.659 -0.959 0.424  -1.08
As 2.976 -1.467 -0.392  0.42
C 2.766 -0.173 -1.822  -0.85
C 3.568 -3.007 -1.471  0.05
C 4.547 -2.857 -2.445  -0.35
C 4.870 -3.913 -3.287  -0.85
C 4.216 -5.128 -3.165  -0.60
C 3.249 -5.304 -2.185  -0.45
C 2.942 -4.252 -1.335  0.54
As 1.667 -4.410 0.090  0.49
C 0.649 -6.018 -0.161  -1.22
C 2.738 -4.709 1.665  -1.04
H 5.390 -0.799 -0.369  0.36
H 5.001 -1.754 1.085  0.36
H 4.516 -0.042 0.995  0.36
H 3.698 -0.077 -2.382  0.41
H 2.480 0.775 -1.381  0.15
H 1.971 -0.518 -2.483  0.36
H 5.059 -1.910 -2.571  0.28
H 5.629 -3.779 -4.045  0.40
H 4.462 -5.943 -3.833  0.40
H 2.759 -6.267 -2.091  0.35
H -0.022 -6.120 0.693  0.42
H 1.339 -6.865 -0.218  0.49
H 0.046 -5.934 -1.065  0.36
H 3.417 -5.545 1.482  0.39
H 2.076 -4.940 2.502  0.42
H 3.309 -3.807 1.895  0.31
C -6.371 0.292 2.137  -1.35
C -6.143 0.141 0.644  -0.23
C -6.648 1.309 -0.188  -1.08
C -5.886 2.580 0.148  -1.13
C -4.405 2.349 0.044  0.94
C -3.536 3.392 -0.181  -0.79
C -2.166 3.154 -0.293  -0.14
F -1.362 4.211 -0.507  -0.37
C -1.626 1.906 -0.200  -0.96
C -2.487 0.822 0.031  0.46
C -1.941 -0.522 0.141  1.62
O -0.670 -0.594 0.063  -1.20
C -2.837 -1.587 0.334  -0.48
C -4.182 -1.265 0.454  -0.24
N -4.690 -0.046 0.381  0.08
C -3.861 1.049 0.155  -0.09
C -2.569 -3.082 0.436  0.54
O -3.517 -3.819 0.615  -0.71
O -1.359 -3.532 0.322  -0.61
H -7.430 0.450 2.335  0.38
H -5.819 1.136 2.546  0.37
H -6.056 -0.603 2.672  0.39
H -6.606 -0.783 0.288  0.50
H -7.715 1.429 0.000  0.43
H -6.533 1.075 -1.248  0.36
H -6.134 2.921 1.156  0.36
H -6.171 3.388 -0.525  0.49
H -3.909 4.401 -0.284  0.55
H -0.562 1.746 -0.297  0.68
H -4.882 -2.074 0.627  0.59
O 3.517 7.902 -0.165  -0.45
C 2.907 7.422 0.939  0.58
O 2.598 8.149 1.836  -0.51
C 2.634 5.945 0.978  0.71
C 3.402 5.012 0.284  -0.85
C 3.112 3.670 0.384  -0.50
C 2.034 3.226 1.179  0.37
S 1.617 1.584 1.304  -0.08
C 1.273 4.192 1.879  -0.38
C 1.576 5.530 1.787  -0.88
H 3.586 7.215 -0.836  0.30
H 4.253 5.324 -0.309  0.37
H 3.712 2.938 -0.138  0.40
H 0.450 3.851 2.488  0.47
H 1.015 6.273 2.333  0.45


Entry 7:
Formula: C3H6BrNO2
Source: the OMol25 dataset
Level of theory: ωB97M-V with the def2-TZVPD basis set

Values from the calculation:
HOMO level = -8.39 eV
SMILES string = O=C=O.C=CN.Br
Gap between HOMO and LUMO = 8.763 eV
LUMO level = 0.38 eV
F_max = 0.0649 hartree/bohr
Relative energy (zero: lowest compared OMol25 entry of this formula, charge and spin) = 8.8 kcal/mol
Total energy = -78835.31611 eV

Last column: Mulliken charge in e.
Geometry (Å):
O -1.325 2.513 -1.309  -0.40
C -0.208 2.559 -1.035  0.78
O 0.906 2.804 -0.995  -0.38
C -0.057 0.738 0.508  -1.09
C -0.510 -0.260 -0.266  0.17
N 0.330 -1.095 -0.876  -0.42
H -0.845 1.307 1.051  0.37
H 1.035 0.757 0.832  0.21
H -1.564 -0.190 -0.573  0.36
H 1.198 -1.246 -0.330  0.18
H 0.121 -1.897 -1.472  0.23
Br 1.144 -3.223 2.031  -0.23
H -0.224 -2.766 2.433  0.22


Entry 8:
Formula: C6H16NO
Source: the OMol25 dataset
Level of theory: ωB97M-V with the def2-TZVPD basis set

Values from the calculation:
HOMO level = -14.72 eV
SMILES string = CC(C)C[C@H]([NH3+])CO
Gap between HOMO and LUMO = 11.376 eV
LUMO level = -3.35 eV
Net charge = +1
F_max = 0.0498 hartree/bohr
Relative energy (zero: lowest compared OMol25 entry of this formula, charge and spin) = 37.1 kcal/mol
Total energy = -10011.70476 eV

Last column: Mulliken charge in e.
Geometry (Å):
C -0.692 -1.899 -1.220  -1.57
C -0.759 -1.309 0.162  1.24
C -2.013 -1.742 0.853  -1.74
C -0.583 0.225 0.263  -1.35
C 0.748 0.824 -0.193  0.40
N 1.846 0.520 0.784  -0.24
C 0.719 2.337 -0.351  -0.78
O 2.134 2.698 -0.343  -0.55
H -0.583 -2.979 -1.304  0.40
H -1.534 -1.458 -1.798  0.34
H 0.089 -1.553 -1.904  0.36
H 0.076 -1.804 0.712  -0.01
H -3.011 -1.414 0.543  0.37
H -2.192 -2.815 0.715  0.41
H -2.010 -1.565 1.936  0.41
H -1.481 0.711 -0.214  0.49
H -1.052 0.525 1.231  0.47
H 1.046 0.502 -1.198  0.15
H 1.647 -0.410 1.154  0.33
H 2.748 0.481 0.273  0.38
H 1.884 1.044 1.660  0.37
H 0.365 2.938 0.485  0.33
H 0.311 2.728 -1.286  0.43
H 2.299 3.415 -0.960  0.34


Entry 9:
Formula: C3H7O2S
Source: the OMol25 dataset
Level of theory: ωB97M-V with the def2-TZVPD basis set

Values from the calculation:
HOMO level (alpha / beta) = -0.03 / -0.05 eV
⟨S²⟩ = 0.76
Gap between HOMO and LUMO (alpha / beta) = 6.509 / 6.151 eV
LUMO level (alpha / beta) = 6.48 / 6.11 eV
Net charge = -2
F_max = 0.0694 hartree/bohr
Total energy = -18149.88356 eV
Spin multiplicity = 2

Last column: Mulliken charge in e.
Geometry (Å):
O 2.655 -0.096 0.516  -0.64
C 1.613 0.253 -0.169  0.18
C 0.306 0.908 0.534  -0.52
C 0.329 -0.570 0.069  -0.46
S -1.832 -2.860 1.425  -0.92
H 1.837 0.404 -1.232  0.39
H 0.708 1.214 1.508  0.30
H -0.033 1.710 -0.211  0.33
H -0.313 -0.773 -0.769  0.27
H 0.324 -1.261 0.898  0.12
H -1.658 2.033 -2.061  0.11
H -3.147 -2.639 1.319  -0.06
O -0.790 1.675 -1.825  -1.10